No. 1
{
  "formula": "C33H92N14O17",
  "method": "wB97M-V/def2-TZVPD",
  "energy_ha": -3358.18027,
  "homo_lumo_gap_ev": 9.169,
  "multiplicity": 1,
  "elements": ["O", "O", "O", "O", "O", "O", "O", "O", "O", "O", "O", "O", "O", "O", "O", "O", "O", "N", "N", "N", "N", "N", "N", "N", "N", "N", "N", "N", "N", "N", "N", "C", "C", "C", "C", "C", "C", "C", "C", "C", "C", "C", "C", "C", "C", "C", "C", "C", "C", "C", "C", "C", "C", "C", "C", "C", "C", "C", "C", "C", "C", "C", "C", "C", "H", "H", "H", "H", "H", "H", "H", "H", "H", "H", "H", "H", "H", "H", "H", "H", "H", "H", "H", "H", "H", "H", "H", "H", "H", "H", "H", "H", "H", "H", "H", "H", "H", "H", "H", "H", "H", "H", "H", "H", "H", "H", "H", "H", "H", "H", "H", "H", "H", "H", "H", "H", "H", "H", "H", "H", "H", "H", "H", "H", "H", "H", "H", "H", "H", "H", "H", "H", "H", "H", "H", "H", "H", "H", "H", "H", "H", "H", "H", "H", "H", "H", "H", "H", "H", "H", "H", "H", "H", "H", "H", "H"],
  "coordinates": [[-4.0276, 2.5709, 3.3856], [-1.7953, -1.9685, 2.4765], [-1.7388, 3.3963, -1.3400], [0.7504, 0.6481, -4.8341], [-6.1938, -0.1481, -0.1797], [2.1671, 1.7248, 5.7561], [4.9510, 0.1688, 5.3859], [-3.6444, -1.4636, -0.0282], [-3.0966, -6.7386, -3.6864], [0.6177, 0.8782, 2.2508], [4.1768, 0.7641, 2.2436], [1.0946, 4.0792, -2.4398], [1.1968, -3.2008, -5.8322], [0.9086, -2.4394, -0.6068], [0.0534, 4.7620, 2.6212], [-0.6859, 0.8551, 6.1565], [4.2144, 0.5372, -3.6415], [-0.7263, 1.0583, -2.4905], [-2.7011, 1.9435, 6.2600], [-0.9302, 0.4026, 0.5797], [0.7169, 5.1936, -0.5362], [-2.2318, -4.0422, -1.3043], [-0.0278, -1.4401, 3.7777], [2.8961, 4.1894, -0.9719], [-4.1000, 0.3676, 2.5444], [0.5718, 2.1439, 0.3622], [-4.8981, 2.2289, 1.3245], [2.6301, -1.9301, -3.5955], [-1.5286, 1.8325, 4.2773], [2.6630, 3.3340, 2.2093], [-1.7749, -2.5779, 4.6469], [-4.8811, -2.1154, 0.1305], [2.8297, 0.7586, 6.4856], [3.6607, -0.2349, 5.6883], [-2.1084, 3.9204, -0.1121], [-0.3217, -0.1422, -4.5908], [1.5753, 4.4310, -1.3690], [1.5306, -1.9351, 0.5795], [-2.6183, -6.1826, -2.4862], [-4.2714, 1.8143, 2.4289], [3.8147, -1.6469, -2.7604], [4.0603, 3.1150, 1.9906], [4.8678, -0.4508, 1.9187], [-0.1885, -3.3053, -0.2875], [-5.9222, -1.5359, -0.7610], [4.4790, 1.8749, -3.2891], [2.4280, 4.3315, 3.2142], [1.2328, -3.7361, -4.4827], [-0.4760, -0.2785, -3.0898], [-0.0172, -3.6124, -6.3502], [-1.8409, 1.7739, -3.1515], [2.5431, -3.3621, -3.8075], [3.9055, -0.1853, -2.4196], [0.9189, 4.3743, 3.6286], [-2.6190, 2.4923, -1.9763], [-2.8312, -4.6940, -2.4558], [4.3266, 1.8002, 1.3107], [0.1571, 1.0996, 1.1266], [-1.2292, -1.9730, 3.5511], [-1.5878, 1.5112, 5.5879], [1.3138, 0.5347, -6.0986], [-1.2604, 5.1152, 3.0957], [-0.7808, -3.8136, -1.5239], [-3.3752, -8.1309, -3.5960], [-1.3159, -0.9117, -2.7431], [-3.4297, 2.3323, 5.6415], [2.9010, 0.1313, -2.0318], [-5.2685, 1.4146, 0.8769], [-2.6884, -3.1854, -1.0860], [-2.3298, 2.3193, 3.8586], [-3.9227, -4.5544, -2.4388], [2.6053, 5.3710, 2.8830], [0.2273, -1.3306, 4.7812], [0.4183, -0.7197, -2.6861], [-2.3972, -4.3506, -3.4293], [1.1810, 1.5177, 5.7757], [1.1504, -4.7760, -4.6269], [0.8655, -1.8358, 1.4153], [-0.8219, -3.4683, -5.6242], [-1.5718, 4.3586, 3.7998], [0.0485, 1.5837, -2.7629], [0.6016, 0.8355, -6.9193], [2.2095, 1.1676, -6.2152], [0.1242, -4.1471, 0.3224], [-4.3338, -8.2786, -3.1181], [-3.1457, -6.6259, -1.6255], [-3.0724, 1.7867, -1.2406], [-2.5235, 1.2505, -3.8393], [0.2118, -0.6853, 3.1333], [3.4860, 2.3472, -3.0578], [-1.2002, 0.2241, -5.1387], [3.3684, -3.7119, -4.4507], [5.1763, 1.9778, -2.4443], [0.7216, 3.2950, 3.9214], [-1.5185, 4.8372, 0.0570], [-0.9726, -2.6997, 0.1927], [2.1231, 0.1695, 7.0391], [-5.6338, -1.3849, -1.8143], [-3.4533, 3.0895, -2.3649], [-2.9723, 1.5216, 7.0876], [1.1605, 5.7221, 0.2299], [2.6587, -3.8733, -2.8106], [3.1015, 4.0744, 0.0097], [-0.1407, -2.9565, -7.1860], [-5.2243, 3.1558, 1.2230], [3.4413, 1.2392, 7.2549], [-1.3866, 2.6046, -3.7604], [-4.7072, -3.1665, -0.1113], [4.7212, -2.0389, -3.2669], [3.6223, 1.6726, 0.4616], [-1.1366, -0.4460, 0.9659], [4.8321, 0.9782, 4.8653], [-3.5110, -8.4506, -4.6145], [3.6048, -2.2032, -1.8641], [5.4042, 1.7889, 0.9642], [2.7902, -1.4676, -4.4997], [-3.6612, -0.0328, 1.7352], [-2.5610, -8.6371, -3.1147], [0.3765, -3.3332, -3.8804], [-3.4206, 0.2715, 3.2879], [-0.7484, 1.5830, 3.7127], [0.9853, 2.8774, 0.8595], [3.0512, -0.5997, 4.8422], [1.6084, -0.4807, -6.3192], [-6.8243, -2.1329, -0.6015], [-3.2170, -1.7271, 0.8059], [4.6162, 3.2119, 2.8768], [3.3691, 3.4418, -1.5037], [-1.5493, -6.4307, -2.3874], [-1.9556, 5.1240, 2.2858], [-3.1704, 4.2451, 0.0025], [4.6879, 0.1330, -1.6564], [4.2083, -1.2186, 1.4725], [-0.1308, -1.1691, -5.0262], [3.7936, -1.1398, 6.3331], [5.2102, -0.7438, 2.8587], [-2.7366, -2.2169, 4.7966], [-1.2330, -2.4991, 5.4932], [2.2925, 2.4851, 2.5965], [-5.2406, -2.0173, 1.1318], [0.7735, 5.1000, 4.4341], [4.9005, 2.4322, -4.1663], [5.6513, -0.3025, 1.2194], [-1.1048, 6.0731, 3.6230], [-0.0615, -4.6663, -6.7052], [-0.3126, -4.7563, -1.8467], [0.1157, 5.6515, -1.1667], [-1.8620, 3.2969, 0.7235], [2.3823, -2.5494, 0.9565], [0.1488, 2.3129, -0.4965], [-7.1014, -0.1837, 0.0655], [-0.9102, 0.4311, -0.4630], [4.4995, 3.8209, 1.3195], [2.9604, 4.2242, 4.1708], [1.9256, -0.9794, 0.2210], [-0.6559, -3.1399, -2.3789]]
}

***

No. 2
{
  "formula": "C19H31AuNO8Si",
  "method": "wB97M-V/def2-TZVPD",
  "energy_ha": -1824.66930,
  "total_charge": -1,
  "homo_lumo_gap_ev": 7.850,
  "multiplicity": 1,
  "de_lowest_kcal_mol": 1.2,
  "elements": ["Au", "Si", "O", "O", "O", "O", "O", "O", "O", "O", "N", "C", "C", "C", "C", "C", "C", "C", "C", "C", "C", "C", "C", "C", "C", "C", "C", "C", "C", "C", "H", "H", "H", "H", "H", "H", "H", "H", "H", "H", "H", "H", "H", "H", "H", "H", "H", "H", "H", "H", "H", "H", "H", "H", "H", "H", "H", "H", "H", "H", "H"],
  "coordinates": [[0.7178, -1.3663, 0.7464], [2.7389, 0.8387, 2.2864], [4.2178, 0.4641, 2.9273], [-1.9237, 0.0343, -0.1756], [-5.5582, -4.4705, 3.8496], [2.9234, 2.3477, 1.6408], [-6.0602, -2.3874, 3.6558], [-0.8151, -2.6401, 0.2935], [2.2865, -0.2428, 1.2258], [1.7494, 1.0401, 3.5899], [-5.3383, -3.3458, 3.4234], [4.3964, -0.1500, 5.2324], [0.7943, 3.1635, 4.1225], [-3.8995, -1.8953, 2.0796], [4.5573, -0.6189, 3.7881], [-2.2139, -4.0289, 1.5408], [-2.7901, -1.6779, 1.2745], [-0.2807, 0.9974, 4.7902], [3.6813, -1.8430, 3.5306], [0.5009, 1.7252, 3.7038], [-3.3221, -4.2247, 2.3149], [4.1647, 1.6872, -0.3567], [3.8365, 2.7938, 0.6418], [6.0171, -0.9479, 3.4965], [3.1474, 3.9527, -0.0691], [-2.6789, -0.3321, 0.6916], [5.1072, 3.2744, 1.3385], [-4.1684, -3.1454, 2.5974], [-1.8769, -2.7498, 1.0037], [-0.2808, 1.7003, 2.3959], [1.3563, 3.1690, 5.0585], [6.3779, -1.7414, 4.1549], [2.6347, -1.6249, 3.7522], [-1.2463, 2.1962, 2.5240], [-3.4244, 0.3798, 1.1125], [3.7419, -2.1463, 2.4855], [3.3593, 0.1323, 5.4145], [5.0280, 0.7227, 5.4107], [4.6692, 0.8565, 0.1397], [4.6818, -0.9411, 5.9303], [5.5612, 2.4489, 1.8874], [-1.5350, -4.8426, 1.3228], [-1.2364, 1.4910, 4.9791], [6.6336, -0.0595, 3.6445], [-0.4586, 0.6734, 2.0730], [0.2964, 0.9797, 5.7167], [6.1236, -1.2744, 2.4607], [-0.4722, -0.0321, 4.4818], [5.8248, 3.6612, 0.6106], [1.3946, 3.6521, 3.3543], [4.8626, 4.0672, 2.0481], [3.2530, 1.2986, -0.8102], [-3.5553, -5.1969, 2.7250], [3.8029, 4.3917, -0.8246], [2.8777, 4.7242, 0.6545], [4.0048, -2.6698, 4.1675], [-4.5771, -1.0781, 2.2932], [-0.1328, 3.7243, 4.2636], [2.2358, 3.6007, -0.5546], [0.2661, 2.2124, 1.6023], [4.8206, 2.0778, -1.1386]]
}

***

| no. | highest occupied orbital energy (Eh) |
| --- | --- |
| 1 | -0.32280 |
| 2 | -0.20557 |